[1]
{"formula": "C15H27BiClIN2OP2", "method": "ωB97M-V/def2-TZVPD", "charge": 2, "e_homo_ev": [-13.3599, -13.3601], "orbital_gap_ev": [3.33, 4.33], "multiplicity": 1, "energy_ev": -66045.2049, "lumo_ha": [-0.3688, -0.3320], "symbols": ["C", "C", "H", "H", "H", "O", "I", "Bi", "P", "C", "C", "H", "H", "H", "H", "H", "H", "C", "H", "H", "H", "P", "C", "C", "H", "H", "H", "C", "H", "H", "H", "H", "H", "H", "Cl", "N", "C", "N", "C", "C", "C", "C", "C", "C", "H", "H", "H", "H", "H", "H"], "xyz": [[-0.1935, 2.5087, -4.1368], [-0.1328, 1.6602, -2.9444], [-0.1870, 2.0276, -5.1333], [0.6541, 3.2066, -4.1103], [-1.1018, 3.1228, -4.0804], [-0.0689, 0.5333, -2.6152], [-0.2708, 5.8941, -0.5060], [-0.1596, 3.0802, -0.6217], [-2.4393, 1.0062, -0.5256], [-2.5405, -0.8197, -0.7546], [-2.9846, 1.1181, 1.2109], [-4.0854, 1.1003, 1.1914], [-4.8172, 1.1648, -0.6162], [-2.5998, 2.0355, 1.6806], [-4.0617, 2.5571, -1.4475], [-1.6635, -1.3387, -0.3545], [-2.6227, 0.2521, 1.7771], [-4.0245, 1.4686, -1.3136], [-3.4178, -1.1660, -0.1963], [-4.1599, 0.9494, -2.2702], [-2.6497, -1.0743, -1.8173], [2.3084, 1.2409, -0.5931], [2.5820, -0.5657, -0.8331], [3.8155, 1.8583, -1.4265], [2.4324, 2.2787, 1.6117], [3.9870, 1.4923, 1.0770], [2.6302, 0.5060, 1.7009], [2.8905, 1.4034, 1.1276], [3.7410, 2.9451, -1.5584], [4.6554, 1.6346, -0.7546], [3.5018, -0.8266, -0.2977], [2.6891, -0.8060, -1.8991], [3.9723, 1.3549, -2.3883], [1.7707, -1.1697, -0.4146], [-0.1218, 3.0266, 1.9736], [0.1289, -1.6743, 3.6234], [0.0520, -0.5145, 2.9025], [0.0532, -0.7877, 1.5973], [0.1320, -2.1622, 1.4441], [0.1616, -2.9691, 0.2931], [0.2399, -4.3586, 0.4591], [0.2894, -4.9534, 1.7436], [0.2596, -4.1409, 2.8942], [0.1825, -2.7586, 2.7201], [0.1435, -1.7338, 4.6466], [-0.0005, 0.4860, 3.3548], [0.1214, -2.4693, -0.6760], [0.2625, -4.9884, -0.4401], [0.3507, -6.0525, 1.8035], [0.2958, -4.5824, 3.8925]]}

---

[2]
{"formula": "C20H24BrIrN3O6", "method": "ωB97M-V/def2-TZVPD", "charge": 2, "s2": 0.7535, "e_homo_ev": -13.4299, "orbital_gap_ev": 4.49, "multiplicity": 2, "energy_ev": -110742.8397, "lumo_ha": -0.3286, "symbols": ["Ir", "O", "C", "C", "C", "C", "C", "C", "C", "O", "N", "N", "C", "C", "Br", "C", "C", "C", "C", "C", "C", "C", "H", "H", "H", "H", "H", "H", "H", "H", "H", "H", "H", "H", "H", "H", "C", "O", "C", "C", "O", "C", "H", "H", "H", "H", "H", "H", "H", "H", "H", "H", "O", "N", "O"], "xyz": [[1.0688, -0.9634, 0.7437], [-0.2757, 4.1058, -0.1040], [-0.5838, 3.8107, 1.2085], [-1.4429, 4.5932, 1.9593], [-1.7133, 4.2498, 3.2745], [-1.1254, 3.1255, 3.8393], [-0.2653, 2.3475, 3.0817], [0.0066, 2.6787, 1.7597], [1.0028, 1.8695, 0.9402], [1.4545, 0.7612, 1.5612], [0.4018, 1.5012, -0.3189], [0.4726, 0.2458, -0.6732], [0.0864, -0.1649, -1.8696], [0.1838, -1.4900, -2.2865], [0.8410, -2.7527, -1.0417], [-0.1994, -2.0070, -3.5044], [-0.4367, -1.3091, -4.7270], [-1.2245, -1.9573, -5.7015], [-1.5212, -1.3281, -6.8907], [-0.9974, -0.0663, -7.1535], [-0.1641, 0.5641, -6.2299], [0.1161, -0.0456, -5.0281], [-0.6006, 4.9842, -0.3349], [-1.8944, 5.4739, 1.5163], [-2.3796, 4.8670, 3.8610], [-1.3224, 2.8665, 4.8704], [0.2247, 1.4863, 3.5197], [1.8623, 2.5144, 0.6741], [0.0752, 2.2353, -0.9443], [-0.3688, 0.5462, -2.5504], [-0.3489, -3.0820, -3.5448], [-1.6164, -2.9464, -5.4976], [-2.1446, -1.8198, -7.6246], [-1.2120, 0.4168, -8.0974], [0.2853, 1.5168, -6.4745], [0.8313, 0.4074, -4.3526], [-1.5930, -0.8197, 2.4458], [-0.9458, -1.7316, 1.5329], [-0.7586, -3.0406, 2.0870], [0.5298, -3.0505, 2.8801], [1.5689, -2.6447, 1.9693], [2.8976, -2.9846, 2.4414], [-2.5937, -1.1901, 2.6643], [-1.6548, 0.1450, 1.9491], [-1.0199, -0.7133, 3.3675], [-0.7086, -3.7323, 1.2493], [-1.6043, -3.3176, 2.7173], [0.7427, -4.0570, 3.2415], [0.5109, -2.3658, 3.7273], [2.9544, -4.0678, 2.5362], [3.1039, -2.5096, 3.3945], [3.6029, -2.6412, 1.6898], [2.7929, 1.5011, 4.4904], [2.9043, 0.4662, 3.9391], [2.1947, -0.4810, 3.8179]]}

---

[3]
{"formula": "C9H13N4OS", "method": "ωB97M-V/def2-TZVPD", "smiles": "C1=N[C@@H]([C@]2([C@@H]3N=CCS3)N=CCO2)[NH2+]C1", "charge": 1, "e_homo_ev": -11.6371, "orbital_gap_ev": 8.51, "multiplicity": 1, "energy_ev": -28377.3657, "lumo_ha": -0.1147, "symbols": ["C", "C", "C", "C", "C", "C", "C", "C", "C", "N", "N", "N", "N", "O", "S", "H", "H", "H", "H", "H", "H", "H", "H", "H", "H", "H", "H", "H"], "xyz": [[2.7081, 1.5664, -0.9368], [-0.9405, -1.9835, 0.7558], [-2.8073, 1.5613, 0.9163], [3.4843, 0.3344, -0.4087], [-0.3246, -2.3132, -0.5514], [-3.7340, 0.6015, 0.2822], [1.2067, 0.6892, 0.5363], [-1.1854, 0.7966, -0.5469], [-0.0245, -0.1326, 0.0620], [1.5361, 1.5672, -0.4837], [-1.6362, 1.7006, 0.4148], [-0.6397, -0.8226, 1.1629], [2.5071, -0.2831, 0.4825], [0.3972, -1.1523, -0.8765], [-2.5599, -0.1920, -1.0300], [3.1463, 2.2341, -1.6541], [-1.4079, -2.6238, 1.5015], [-3.2497, 2.1071, 1.7452], [3.5820, -0.3361, -1.3331], [4.4563, 0.6201, -0.1329], [0.1147, -3.2821, -0.4940], [-1.0748, -2.4384, -1.3641], [-4.3140, -0.2010, 0.7673], [-4.5470, 1.1962, -0.3518], [1.0589, 1.3537, 1.4737], [-0.7471, 1.1542, -1.4628], [2.1074, -1.1100, 0.0616], [2.8878, -0.6122, 1.4649]]}

---

[4]
{"formula": "C5H11NO", "method": "ωB97M-V/def2-TZVPD", "smiles": "C=C/C=C(/C)N.O", "e_homo_ev": -8.0567, "orbital_gap_ev": 8.95, "multiplicity": 1, "energy_ev": -8899.6832, "lumo_ha": 0.0328, "symbols": ["N", "C", "C", "C", "C", "C", "H", "H", "H", "H", "H", "H", "H", "H", "H", "H", "H", "O"], "xyz": [[1.5036, -0.0857, 1.2060], [0.1285, -0.0367, 0.9986], [-0.4732, 0.6948, 0.0461], [0.2592, 1.5742, -0.8762], [1.2470, 1.2036, -1.6826], [-0.5968, -0.7364, 2.0958], [1.8987, -0.9401, 1.5605], [2.1700, 0.4030, 0.6348], [-1.5475, 0.7568, 0.1127], [-0.1790, 2.5729, -0.9399], [1.7357, 1.8450, -2.4085], [1.7720, 0.2656, -1.5395], [-0.8923, -0.2109, 3.0163], [-0.1695, -1.7109, 2.3985], [-1.5978, -1.0700, 1.7946], [-1.2933, -1.3444, -2.7405], [-2.0708, -1.3237, -1.4510], [-1.8947, -1.8573, -2.2258]]}

---

[5]
{"formula": "C14H21ClEuSi", "method": "ωB97M-V/def2-TZVPD", "charge": -1, "s2": 12.0510, "e_homo_ev": [-3.9505, -3.9728], "orbital_gap_ev": [6.12, 6.91], "multiplicity": 7, "energy_ev": -54589.7925, "lumo_ha": [0.0798, 0.1078], "symbols": ["C", "C", "C", "H", "C", "C", "H", "H", "H", "H", "Eu", "Cl", "C", "C", "C", "H", "C", "C", "H", "H", "H", "H", "C", "Si", "C", "C", "C", "H", "H", "H", "H", "H", "H", "H", "H", "H", "H", "H"], "xyz": [[-1.3434, 2.7925, 0.3618], [-2.0053, 2.7366, -0.9086], [-1.0131, 2.7676, -1.9256], [-3.0881, 2.7093, -1.0652], [0.2688, 2.8160, -1.3094], [0.0745, 2.8352, 0.1142], [0.8550, 2.8975, 0.8665], [-1.8221, 2.7841, 1.3429], [-1.1980, 2.7927, -3.0022], [1.2256, 2.8899, -1.8224], [-0.8697, 0.2403, -0.0589], [-2.8025, -0.5567, 1.3152], [-0.9649, -2.0190, -2.2207], [0.0754, -1.2903, -2.9293], [-0.5401, -0.1717, -3.5967], [1.1234, -1.5320, -2.9268], [-1.9467, -0.1899, -3.3058], [-2.2173, -1.3143, -2.4480], [-3.1745, -1.5799, -2.0127], [-0.8315, -2.8906, -1.6181], [-0.0257, 0.5528, -4.2120], [-2.6804, 0.5209, -3.6684], [0.6968, 0.3831, 3.0246], [1.4132, -1.0648, 2.0402], [3.1256, -1.5219, 2.6438], [0.2420, -2.5218, 2.3306], [1.4568, -0.6047, 0.2539], [0.7169, 0.1105, 4.0914], [-0.3582, 0.6109, 2.7617], [1.3021, 1.2883, 2.8790], [3.1339, -1.7976, 3.7067], [3.5149, -2.3756, 2.0669], [3.8230, -0.6823, 2.5012], [-0.8110, -2.2611, 2.1036], [0.5364, -3.3792, 1.7076], [0.3003, -2.8166, 3.3907], [2.0965, 0.2679, -0.0133], [1.7114, -1.4262, -0.4583]]}

---

[6]
{"formula": "C19H37N4O6", "method": "ωB97M-V/def2-TZVPD", "charge": -1, "e_homo_ev": -3.8374, "orbital_gap_ev": 5.82, "multiplicity": 1, "energy_ev": -38546.8120, "lumo_ha": 0.0727, "symbols": ["O", "C", "O", "C", "N", "C", "C", "C", "C", "C", "N", "H", "H", "H", "H", "H", "H", "H", "C", "O", "C", "C", "N", "C", "C", "O", "C", "H", "H", "H", "H", "H", "H", "H", "H", "H", "H", "H", "H", "H", "H", "H", "C", "O", "C", "C", "N", "C", "C", "O", "C", "H", "H", "H", "H", "H", "H", "H", "H", "H", "H", "H", "H", "H", "H", "H"], "xyz": [[6.0645, -1.9613, -5.4877], [5.2210, -2.7977, -5.0754], [3.9944, -2.7436, -5.3083], [5.6745, -4.0025, -4.2112], [6.8166, -3.6618, -3.3230], [6.3234, -2.7415, -2.3273], [6.6852, -1.4262, -2.5062], [6.2007, -0.5090, -1.6034], [5.3976, -1.0139, -0.6092], [5.1176, -2.3405, -0.4851], [5.5831, -3.2378, -1.3562], [4.7934, -4.3375, -3.6537], [5.9774, -4.8268, -4.8650], [7.0796, -4.5209, -2.8505], [7.2950, -1.1226, -3.3405], [6.4374, 0.5425, -1.6743], [4.9614, -0.3278, 0.1128], [4.4840, -2.7094, 0.3137], [-1.1761, 1.5970, 2.8139], [-0.8009, 2.1831, 1.5808], [-0.4656, 3.5608, 1.6668], [1.0166, 3.7700, 1.4275], [1.8093, 3.2549, 2.5381], [3.2449, 3.1949, 2.2699], [3.7241, 2.2636, 1.1587], [3.5430, 0.8880, 1.4398], [2.2649, 0.3677, 1.1145], [-1.5590, 0.6044, 2.6034], [-0.3171, 1.5032, 3.4890], [-1.9676, 2.1747, 3.3001], [-0.7790, 3.9944, 2.6213], [-1.0190, 4.0726, 0.8732], [1.2157, 4.8400, 1.3125], [1.2694, 3.2709, 0.4835], [1.4904, 2.3217, 2.7621], [3.7255, 2.8755, 3.1983], [3.6045, 4.2081, 2.0616], [4.8052, 2.4019, 1.0647], [3.3001, 2.5167, 0.1804], [1.8211, 0.8708, 0.2527], [1.5883, 0.4272, 1.9721], [2.3889, -0.6879, 0.8705], [-8.4641, 0.0879, 0.5258], [-7.7842, -1.1518, 0.5115], [-7.3616, -1.5643, -0.7849], [-5.8517, -1.5169, -0.9064], [-5.3649, -0.1424, -0.9188], [-3.9130, -0.0193, -0.7888], [-3.2683, -0.5056, 0.5054], [-3.6081, 0.2646, 1.6488], [-4.8142, -0.1051, 2.2901], [-8.8775, 0.2274, 1.5240], [-7.7869, 0.9217, 0.3133], [-9.2885, 0.0947, -0.1936], [-7.8400, -0.9732, -1.5710], [-7.6854, -2.6019, -0.9075], [-5.5512, -2.0108, -1.8347], [-5.4359, -2.0865, -0.0650], [-5.7954, 0.3636, -0.1565], [-3.6761, 1.0417, -0.8961], [-3.4417, -0.5334, -1.6317], [-2.1871, -0.3909, 0.3882], [-3.4428, -1.5714, 0.6931], [-5.0200, -1.1746, 2.2011], [-5.6586, 0.4700, 1.8999], [-4.7173, 0.1409, 3.3490]]}

---

| no. | maximum force (Eh/bohr) |
| --- | --- |
| 1 | 0.059 |
| 2 | 0.057 |
| 3 | 0.085 |
| 4 | 0.050 |
| 5 | 0.071 |
| 6 | 0.047 |